Entry 1:
Computed, not measured: a cluster of 5 separate species, C21H37ClO13P3 in total in a non-equilibrium geometry, with wB97M-V/def2-TZVPD.

Summary:
energy	-89375.480	eV
ΔE to the lowest compared entry with this formula, charge and spin	128.8	kcal per mole
HOMO-LUMO gap	4.976	eV
multiplicity	1
molar mass	625.9	u
charge	-1
HOMO	-3.23	eV

Last column: Löwdin charge in e.
Geometry (Å):
1 Cl 2.007 2.106 2.481  0.11
2 P 0.455 -0.130 0.242  0.73
3 P 2.809 0.172 2.529  0.42
4 P 1.808 -1.388 1.458  -0.02
5 O -5.590 2.916 -5.976  0.06
6 O 4.800 0.919 9.825  0.12
7 O -3.937 0.885 -0.137  0.05
8 O 0.476 1.464 -7.277  0.06
9 O 1.895 1.161 -5.553  0.06
10 O -6.268 3.435 -3.853  0.12
11 O -4.171 2.613 -4.252  0.07
12 O 2.557 0.491 9.698  0.06
13 O -3.034 -1.197 0.154  0.12
14 O 2.461 -0.276 4.233  -0.49
15 O -5.296 -0.909 -0.028  0.06
16 O -0.202 1.983 -5.154  0.12
17 O 3.665 1.155 7.853  0.06
18 C 1.746 1.172 -7.830  -0.15
19 C 2.971 -4.151 1.729  -0.43
20 C 0.546 1.462 -2.122  -0.23
21 C -0.817 0.835 1.372  -0.38
22 C -5.418 3.024 -4.626  -0.52
23 C 2.485 0.556 -6.688  -0.14
24 C 1.566 -4.978 1.936  -0.14
25 C 3.766 0.860 9.182  -0.52
26 C 2.374 0.750 7.438  -0.15
27 C 3.455 -4.180 0.142  -0.14
28 C 0.459 -1.686 2.829  -0.29
29 C 1.508 1.176 -0.779  -0.47
30 C -4.003 -0.471 0.009  -0.52
31 C -5.233 1.323 -0.502  -0.14
32 C 1.585 0.766 8.707  -0.14
33 C 0.648 1.573 -5.927  -0.50
34 C 2.943 -2.643 2.355  -0.42
35 C -0.674 -1.683 3.697  -0.02
36 C -6.121 0.240 0.019  -0.15
37 C -4.321 2.624 -6.529  -0.14
38 C -3.581 2.007 -5.387  -0.13
39 H 1.262 -2.486 0.715  -0.06
40 H 2.206 2.106 -8.171  0.13
41 H 2.336 -0.528 -6.629  0.14
42 H -3.861 3.558 -6.870  0.14
43 H 3.908 -3.125 -0.095  0.06
44 H -1.931 0.516 1.150  0.01
45 H 3.558 0.765 -6.725  0.14
46 H 0.796 0.008 8.717  0.14
47 H 2.557 -4.443 -0.581  0.08
48 H -0.072 2.460 -1.896  0.08
49 H 2.991 0.321 4.840  0.01
50 H 1.140 1.746 8.911  0.13
51 H 1.973 1.439 6.690  0.14
52 H 1.650 0.492 -8.681  0.14
53 H 1.570 2.213 -0.257  0.02
54 H -3.731 0.924 -5.328  0.14
55 H 1.406 -5.306 3.061  0.08
56 H 3.801 -4.745 2.349  0.12
57 H 2.749 -2.754 3.504  0.08
58 H 0.631 -4.400 1.536  0.07
59 H -0.525 0.860 2.494  -0.01
60 H -4.416 1.943 -7.380  0.13
61 H 2.536 0.711 -1.100  0.06
62 H -5.454 2.295 -0.054  0.14
63 H -5.281 1.414 -1.592  0.13
64 H -7.014 0.101 -0.597  0.13
65 H 4.240 -5.061 0.079  0.07
66 H 1.162 1.532 -3.112  0.04
67 H -6.427 0.413 1.056  0.13
68 H 2.441 -0.252 7.001  0.13
69 H -0.257 0.616 -2.215  0.04
70 H -0.741 1.962 0.982  0.03
71 H 1.654 -5.963 1.310  0.06
72 H -2.508 2.216 -5.424  0.11
73 H 2.794 -1.235 0.379  -0.05
74 H 4.048 -2.202 2.245  0.07
75 H -1.511 -2.085 4.418  0.00


Entry 2:
Computed, not measured: a cluster of 4 separate species, C21H37F3N5O11 in total in a non-equilibrium geometry, with wB97M-V/def2-TZVPD.

Summary:
energy	-60494.511	eV
HOMO-LUMO gap	6.337	eV
multiplicity	1
molar mass	592.5	u
charge	-1
HOMO	-4.81	eV

Last column: Löwdin charge in e.
Geometry (Å):
1 F 4.818 -0.196 -3.731  0.09
2 F 4.103 1.685 -2.822  0.13
3 F 6.233 1.046 -2.567  0.10
4 O -2.374 2.286 1.893  0.00
5 O -3.060 2.316 4.053  0.11
6 O -0.567 4.571 0.353  -0.10
7 O -3.377 4.046 2.625  0.00
8 O 3.065 1.325 3.925  -0.20
9 O 3.425 0.398 -0.683  -0.15
10 O 2.610 -5.558 -1.068  -0.07
11 O 1.378 -5.356 -2.829  -0.07
12 O -0.592 6.237 1.729  -0.08
13 O 1.881 -3.604 -1.654  -0.13
14 O -0.331 4.226 2.475  -0.09
15 N -0.497 5.015 1.519  -0.64
16 N 1.960 -4.847 -1.851  -0.65
17 N -1.749 -1.932 -0.044  -0.01
18 N -2.653 -5.191 -0.353  0.14
19 N 0.225 -1.447 0.901  0.04
20 C -2.068 0.339 -4.537  -0.10
21 C -2.040 1.426 -1.861  -0.03
22 C -2.948 2.830 2.965  -0.62
23 C 4.549 -0.219 -1.334  -0.07
24 C -1.970 -3.843 -2.325  -0.02
25 C -0.015 -0.628 -0.199  -0.14
26 C -2.996 -2.714 -0.178  -0.05
27 C -1.858 0.986 2.089  -0.05
28 C -4.012 4.760 3.678  -0.05
29 C -2.551 -4.048 -0.902  -0.37
30 C 3.947 1.956 2.975  -0.10
31 C -1.218 -0.428 -3.421  -0.19
32 C 4.929 0.617 -2.623  -0.50
33 C 2.254 -0.247 -1.233  -0.17
34 C -1.272 -0.862 -0.836  -0.07
35 C -0.894 -2.236 0.951  0.00
36 C 2.775 -0.022 3.523  -0.22
37 C -1.947 -0.170 -2.043  -0.27
38 C 1.749 -0.031 2.340  -0.12
39 C 0.900 0.467 -0.789  -0.03
40 C 1.399 -1.464 1.815  -0.08
41 H -2.993 -0.572 -2.119  0.12
42 H -3.410 -2.945 0.830  0.13
43 H -0.855 -3.694 -2.322  0.09
44 H -1.759 1.412 -4.623  0.08
45 H -3.005 1.833 -2.239  0.09
46 H 2.227 -1.285 -0.804  0.10
47 H 2.339 -0.519 4.432  0.13
48 H -3.142 0.359 -4.215  0.07
49 H 4.233 -1.244 -1.657  0.14
50 H 2.333 -0.340 -2.346  0.14
51 H -2.654 0.286 2.358  0.10
52 H -2.009 -0.172 -5.528  0.07
53 H -1.232 -1.503 -3.707  0.09
54 H 2.203 0.537 1.496  0.09
55 H 4.451 2.855 3.392  0.09
56 H 1.080 1.301 -0.059  0.14
57 H -0.196 0.028 -3.442  0.11
58 H -3.039 -5.084 0.594  0.05
59 H -1.158 1.879 -2.376  0.08
60 H -2.412 -2.885 -2.720  0.06
61 H -3.724 -2.206 -0.848  0.13
62 H 3.742 -0.545 3.306  0.12
63 H -1.060 -3.036 1.697  0.18
64 H -4.314 5.728 3.282  0.09
65 H -2.272 -4.643 -3.042  0.10
66 H 1.095 -2.115 2.680  0.14
67 H 0.486 0.942 -1.706  0.09
68 H -4.902 4.230 4.022  0.09
69 H -1.419 0.668 1.146  0.06
70 H 2.261 -1.994 1.331  0.15
71 H 5.445 -0.289 -0.678  0.14
72 H 4.648 1.219 2.499  0.09
73 H -1.897 1.629 -0.771  0.08
74 H 3.288 2.328 2.136  0.10
75 H 0.806 0.430 2.720  0.11
76 H -3.318 4.924 4.503  0.10
77 H -1.078 0.992 2.850  0.09


Entry 3:
Computed, not measured: a structure of composition C21H37LaN9O2 in a non-equilibrium geometry, with wB97M-V/def2-TZVPD.

Summary:
energy	-40720.512	eV
ΔE to the lowest compared entry with this formula, charge and spin	2.9	kcal per mole
HOMO-LUMO gap	6.523	eV
multiplicity	1
molar mass	586.5	u
charge	+3
HOMO	-15.53	eV

Last column: Löwdin charge in e.
Geometry (Å):
1 La 1.059 -0.418 1.546  2.20
2 O -1.276 -0.507 -2.504  -0.15
3 O 1.627 0.299 -1.408  0.00
4 N 2.165 -0.303 4.004  -0.17
5 N 1.687 1.964 2.347  -0.05
6 N -4.480 0.892 -2.306  0.10
7 N 0.911 -2.124 -0.170  -0.12
8 N 2.886 -2.160 1.975  -0.21
9 N -4.143 0.279 -4.506  0.25
10 N 0.224 1.370 0.145  -0.02
11 N -1.400 -1.086 1.172  -0.07
12 N -4.240 2.510 -3.940  0.21
13 C 0.894 1.177 -2.280  -0.11
14 C 0.149 -2.858 -2.387  0.02
15 C 3.960 -1.317 2.559  -0.20
16 C 1.418 3.151 -0.978  0.03
17 C -4.293 1.221 -3.584  -0.43
18 C -3.009 -1.648 -0.564  -0.13
19 C 1.245 2.584 -2.187  0.08
20 C 1.606 4.383 1.837  0.02
21 C 3.177 -2.690 0.605  -0.18
22 C 1.905 -3.212 -0.065  -0.17
23 C -0.763 -0.649 -1.305  -0.51
24 C 2.339 2.180 3.647  -0.17
25 C -4.938 -0.445 -1.872  -0.13
26 C 2.012 1.050 4.611  -0.18
27 C 0.149 -1.967 -1.199  -0.21
28 C 0.256 0.572 -1.037  -0.35
29 C 0.963 2.448 0.184  -0.20
30 C -1.882 -0.668 -0.211  -0.26
31 C 1.404 2.929 1.556  -0.24
32 C 3.564 -0.828 3.951  -0.16
33 C -3.872 -1.530 -1.821  -0.17
34 H 4.131 -0.469 1.883  0.12
35 H 0.977 1.139 4.944  0.13
36 H -5.405 -0.298 -0.899  0.13
37 H 2.053 3.124 4.110  0.13
38 H -4.101 2.763 -4.905  0.13
39 H 3.914 -3.493 0.636  0.14
40 H 3.602 -1.876 0.009  0.13
41 H 1.083 5.014 1.123  0.10
42 H -3.670 -1.702 0.311  0.13
43 H -2.114 -0.820 1.849  0.10
44 H 1.482 -4.029 0.527  0.14
45 H 0.062 -3.910 -2.108  0.11
46 H 1.250 4.633 2.837  0.10
47 H 3.668 -1.642 4.669  0.14
48 H 2.644 1.158 5.495  0.14
49 H 4.901 -1.867 2.621  0.14
50 H 2.736 -2.960 2.587  0.14
51 H -4.612 1.661 -1.669  0.15
52 H 2.167 -3.627 -1.037  0.13
53 H 3.416 2.235 3.463  0.14
54 H -4.081 0.512 -5.483  0.14
55 H 1.644 -0.931 4.611  0.12
56 H -1.420 -2.106 1.178  0.09
57 H 4.262 -0.051 4.262  0.13
58 H -0.655 -2.551 -3.049  0.09
59 H -2.232 0.362 -0.123  0.14
60 H -3.199 -1.469 -2.673  0.08
61 H 0.598 0.720 -3.213  0.16
62 H 1.096 -2.742 -2.925  0.12
63 H -2.539 -2.641 -0.625  0.13
64 H 1.786 4.163 -0.877  0.13
65 H 1.348 3.163 -3.098  0.14
66 H 2.671 4.630 1.800  0.12
67 H -4.413 -2.478 -1.896  0.13
68 H -3.951 -0.673 -4.245  0.11
69 H -4.666 3.211 -3.356  0.13
70 H -5.739 -0.753 -2.547  0.13